# 1
Density functional theory data (ωB97M-V/def2-TZVPD) for C42H39ClFN2O2PPb as an isolated structure.

CARTESIAN COORDINATES (ANGSTROEM)
Pb (-0.5854, -0.4159, -0.8754)
C (2.6680, -0.9041, 0.0637)
C (2.5818, -2.3652, -0.3043)
C (3.8914, -3.0944, 0.0208)
C (2.2230, -2.4231, -1.7965)
C (3.2342, -2.1512, -2.7174)
C (2.9503, -2.4302, -4.0819)
C (1.7809, -2.9913, -4.4140)
C (0.6976, -3.3017, -3.5480)
C (-0.5243, -4.0476, -4.0365)
C (-1.0059, -3.4270, -5.3583)
C (-0.1747, -5.5026, -4.2947)
C (0.8796, -2.8569, -2.2450)
N (-0.1602, -2.6340, -1.3739)
C (-1.0894, -3.4780, -0.8438)
C (-0.7589, -4.8040, -0.5182)
C (-1.6821, -5.6709, 0.0191)
C (-3.0316, -5.2932, 0.0929)
C (-3.4054, -3.9911, -0.2188)
C (-2.4642, -3.1592, -0.7322)
F (-2.9822, -1.8580, -0.9437)
H (2.5918, -0.6908, 1.1378)
H (2.0543, -0.2163, -0.5231)
H (3.6889, -0.6183, -0.3017)
H (1.7048, -2.7711, 0.2351)
H (4.6560, -2.8437, -0.7113)
H (3.7050, -4.1968, -0.0834)
H (4.1944, -2.8835, 1.0614)
H (4.2424, -1.8241, -2.4041)
H (3.6642, -2.2013, -4.8792)
H (1.6775, -3.2656, -5.4887)
H (-1.3910, -4.0985, -3.3502)
H (-0.2083, -3.3776, -6.0957)
H (-1.2109, -2.3313, -5.1639)
H (-1.8551, -3.9362, -5.7311)
H (0.4646, -5.6484, -5.1922)
H (-1.1278, -5.9962, -4.5753)
H (0.4303, -5.9964, -3.4635)
H (0.3167, -5.1130, -0.6370)
H (-1.3837, -6.6148, 0.4330)
H (-3.7101, -5.9763, 0.5088)
H (-4.4647, -3.6869, -0.1666)
O (-2.1241, 0.1444, 1.2085)
C (-1.8381, 1.1301, 1.8918)
O (-0.6435, 1.1901, 2.6507)
C (-2.5685, 2.4007, 1.9503)
C (-3.7875, 2.6797, 1.3771)
C (-4.3153, 3.9961, 1.3802)
C (-3.6056, 5.0390, 1.9449)
C (-2.4263, 4.7578, 2.5411)
C (-1.8698, 3.4590, 2.5177)
P (-0.3013, 2.9174, 3.1664)
C (-0.2385, 2.8292, 4.9430)
C (-0.1796, 4.0565, 5.6298)
C (-0.1250, 4.0658, 6.9999)
C (-0.1333, 2.8924, 7.7320)
C (-0.0692, 1.6715, 7.0220)
C (-0.1429, 1.6344, 5.6227)
C (1.2752, 3.1920, 2.4787)
C (1.6799, 4.5525, 2.0847)
C (2.9731, 4.7707, 1.6397)
C (3.9055, 3.8008, 1.4951)
C (3.5606, 2.4682, 1.8792)
C (2.2347, 2.1716, 2.2103)
H (-4.2919, 1.8600, 0.8177)
H (-5.2465, 4.2395, 0.8300)
H (-3.9284, 6.0299, 1.9560)
H (-1.9166, 5.4907, 3.1750)
H (-0.3873, 4.9488, 5.0665)
H (-0.0567, 5.0699, 7.4936)
H (-0.2260, 2.8824, 8.8276)
H (0.1415, 0.7464, 7.5694)
H (-0.2054, 0.6285, 5.2064)
H (1.0363, 5.4057, 2.3289)
H (3.1877, 5.7716, 1.2852)
H (4.8777, 3.9593, 1.0090)
H (4.2699, 1.6514, 1.9010)
H (1.9206, 1.1568, 2.3534)
Cl (1.5217, 3.8323, -3.2354)
C (0.0349, 2.8477, -3.2484)
C (-1.2089, 3.4783, -3.3022)
C (-2.3369, 2.6786, -3.4574)
C (-2.2086, 1.3056, -3.3774)
N (-1.0278, 0.6599, -3.2015)
C (0.1566, 1.4228, -3.2115)
H (-1.1880, 4.5760, -3.1989)
H (-3.3236, 3.0910, -3.7012)
H (-3.0644, 0.6037, -3.3830)
H (1.1280, 0.9303, -3.3717)

Its charge is +2. The total energy is -81022.31569 eV. The calculation puts the HOMO energy at -11.60 eV.

Löwdin atomic charge list, values in e, 2 entries: 1.631 -0.117



# 2
Density functional theory data (ωB97M-V/def2-TZVPD) for C14H18AsBiIN2S4 as an isolated structure.

CARTESIAN COORDINATES (ANGSTROEM)
Bi (0.3673, 0.3816, -0.2255)
N (-1.8703, -1.5212, 1.0339)
C (-2.0552, -2.8621, 0.4805)
C (-1.2583, -3.9119, 1.2710)
C (0.0451, -4.3949, 0.6286)
C (1.1954, -3.3851, 0.6048)
N (1.2002, -2.6136, -0.6300)
H (-2.1616, -1.4882, 2.0052)
H (-2.4339, -0.8398, 0.5337)
H (-1.7018, -2.8400, -0.5522)
H (-3.1145, -3.1558, 0.4512)
H (-1.8942, -4.7833, 1.4504)
H (-1.0359, -3.4962, 2.2594)
H (-0.1673, -4.6913, -0.4051)
H (0.3728, -5.3072, 1.1338)
H (2.1432, -3.9126, 0.7852)
H (1.0751, -2.6769, 1.4303)
H (1.2125, -3.2206, -1.4428)
H (2.0307, -2.0274, -0.7083)
I (-0.5965, 2.0643, 2.5697)
C (-2.1252, 2.8620, 1.3890)
C (-2.8148, 3.8872, 1.9725)
C (-3.9261, 4.4610, 1.3258)
C (-4.3348, 3.9488, 0.1356)
C (-3.6402, 2.8771, -0.4761)
C (-4.1412, 2.3502, -1.6929)
C (-3.4948, 1.3320, -2.3148)
C (-2.2871, 0.8433, -1.7727)
C (-1.7407, 1.3121, -0.6057)
C (-2.4650, 2.3253, 0.1096)
H (-2.5144, 4.2537, 2.9425)
H (-4.4512, 5.2844, 1.7895)
H (-5.1995, 4.3535, -0.3739)
H (-5.0462, 2.7769, -2.1061)
H (-3.8736, 0.9204, -3.2406)
H (-1.7500, 0.1015, -2.3532)
S (3.7149, 2.3251, -3.5399)
As (2.7874, 1.2425, -2.0336)
S (1.6785, 2.5489, -0.5607)
S (0.9150, 0.1749, -2.7218)
S (3.8317, -0.1836, -0.8640)

Its charge is -1. The total energy is -135914.34928 eV. The energy above the lowest of the compared OMol25 structures with the same formula, charge and spin is 8.3 kcal per mole. The calculation puts the HOMO energy at -4.46 eV.

Löwdin atomic charge list, values in e, 2 entries: 0.914 -0.033